Record 1
Molecular formula: C76H178B2F8N11O13
Method: DFT, ωB97M-V/def2-TZVPD

Element x y z (Å)
C: 13.1833 6.4151 -0.3911
C: 11.9247 7.1510 -0.0136
N: 11.4882 6.8368 1.4445
C: 12.5824 6.8963 2.4478
C: 10.3874 7.8655 1.7252
C: 10.8265 9.2307 2.1437
C: 10.7698 5.5295 1.3853
C: 10.1833 4.9953 2.7041
O: 8.7898 5.3819 2.9179
C: 8.1972 5.0893 3.9781
H: 12.9949 5.3184 -0.4427
H: 13.9572 6.6589 0.2982
H: 13.4303 6.6694 -1.4636
H: 11.0640 6.9444 -0.6578
H: 12.0023 8.2105 -0.0523
H: 13.2715 7.7444 2.1602
H: 13.1121 5.9656 2.4837
H: 12.2814 7.1005 3.4714
H: 9.6912 7.4928 2.5185
H: 9.7745 7.8824 0.8442
H: 9.9036 9.8779 2.2212
H: 11.4745 9.7260 1.3855
H: 11.2683 9.2264 3.1557
H: 11.5514 4.7524 1.1434
H: 10.0302 5.5522 0.5956
H: 10.7512 5.4886 3.5346
H: 10.2110 3.9191 2.6719
H: 8.6107 4.4701 4.8180
H: 6.9421 5.1405 3.9187
H: 7.4047 5.9663 4.3290
C: 1.8758 12.2315 4.1210
C: 0.6892 11.8959 4.6613
N: 0.1347 10.7534 4.9431
C: 1.0391 9.5360 5.0931
C: 6.5069 12.9677 13.0146
C: 6.8839 14.2872 12.8966
C: -1.3693 10.5607 5.3241
C: -1.5724 10.5463 6.8046
O: -2.3759 9.5778 7.3418
C: -2.5306 9.0452 8.6375
H: 1.4736 13.7382 -0.2750
H: -10.8845 0.4876 -2.7271
H: 2.4369 13.0792 3.4728
H: 1.7160 3.4464 -11.5079
H: -0.0661 12.7901 4.9975
H: 1.9766 10.0166 4.8530
H: 0.7975 8.7155 4.4314
H: 1.2465 9.2063 6.1213
H: 7.1097 12.1738 12.7396
H: 5.5912 12.5785 13.3955
H: 5.7856 6.5733 15.1406
H: 6.1383 15.0514 12.9403
H: 7.7538 14.8745 12.7261
H: -1.8333 9.8898 4.6230
H: -1.7872 11.5468 4.8882
H: -2.2116 11.4168 6.9922
H: -0.6015 10.5803 7.3886
H: 1.8028 -2.7374 5.2953
H: -3.5760 8.1929 8.6950
H: -2.2799 9.6198 9.5824
C: -5.3502 -3.1554 11.5907
C: -5.6531 -3.3160 10.0675
N: -6.3438 -4.6305 9.7461
C: -5.6324 -5.6724 10.5269
C: -7.7867 -4.5924 10.1501
C: -8.7418 -3.4988 9.6573
C: -6.3461 -4.9111 8.2360
C: -5.1131 -5.6480 7.6806
O: -3.8899 -5.1226 8.0154
C: -2.8221 -5.7396 7.2391
H: -5.2614 -2.0613 11.7144
H: -4.4281 -3.6585 11.7163
H: -6.1772 -3.5135 12.1610
H: -4.6994 -3.2774 9.5259
H: -6.2355 -2.5028 9.6823
H: -5.6119 -5.3517 11.5617
H: -4.6193 -5.7378 10.1901
H: -6.0619 -6.6670 10.3948
H: -7.8152 -4.5323 11.2324
H: -8.1997 -5.5465 9.9112
H: -8.4046 -2.5324 10.0878
H: -9.7401 -3.7370 9.9680
H: -8.7891 -3.3733 8.5675
H: -6.4648 -3.9706 7.7032
H: -7.1230 -5.6141 7.9985
H: -5.3249 -5.5451 6.6124
H: -5.1864 -6.6992 8.0054
H: -3.0022 -6.7873 7.3126
H: -1.8183 -5.5188 7.6927
H: -2.7814 -5.5105 6.1912
C: -0.2776 -3.6765 -4.3690
C: 0.7434 -3.7988 -3.2265
N: 0.3883 -2.9862 -1.9348
C: -1.0396 -3.2908 -1.6357
C: 1.2390 -3.5048 -0.7541
C: 2.7831 -3.4900 -0.8924
C: 0.8090 -1.5227 -2.1362
C: 1.0857 -0.8358 -0.8008
O: -0.0589 -1.0982 -0.0029
C: 0.0198 -0.5595 1.3190
H: -1.1506 -4.2891 -4.1551
H: 0.1879 -4.1413 -5.2010
H: -0.5962 -2.6766 -4.7638
H: 1.6586 -3.4251 -3.6601
H: 0.9883 -4.8321 -3.0251
H: -1.2846 -2.7946 -0.7196
H: -1.3059 -4.3600 -1.7405
H: -1.6706 -2.8708 -2.4167
H: 1.0291 -4.5812 -0.7751
H: 0.7954 -3.1134 0.1608
H: 3.0937 -3.9959 -1.7979
H: 3.2520 -3.8850 0.0662
H: 3.2643 -2.5363 -1.0055
H: 0.0516 -0.9053 -2.5793
H: 1.6218 -1.5492 -2.8688
H: 1.1791 0.2467 -0.9496
H: 1.9982 -1.2173 -0.3023
H: -0.9415 -0.8729 1.8163
H: 0.0809 0.5126 1.2472
H: 0.8308 -1.0549 1.8544
C: 5.4875 -6.6676 7.8924
C: 6.8155 -5.9866 7.8216
N: 7.2271 -4.9274 8.8582
C: 7.2040 -5.5121 10.2263
C: 8.6417 -4.4324 8.5587
C: 9.7941 -5.3996 8.4655
C: 6.2309 -3.7539 8.8556
C: 5.7428 -3.2064 7.4847
O: 6.7963 -3.0904 6.5069
C: 6.5398 -2.2692 5.4009
H: 5.0946 -6.9957 6.9327
H: 4.7098 -6.0075 8.2065
H: 5.4343 -7.5285 8.6151
H: 6.9022 -5.4646 6.8995
H: 7.6720 -6.6755 7.9580
H: 7.8765 -6.3750 10.3369
H: 6.2572 -5.9347 10.4447
H: 7.6118 -4.6877 10.9124
H: 8.7638 -3.7830 9.4209
H: 8.5664 -3.8251 7.6232
H: 10.0821 -5.5869 7.4552
H: 9.4723 -6.3541 8.8636
H: 10.6170 -5.0339 9.1197
H: 6.6536 -2.9806 9.4605
H: 5.3117 -4.1462 9.3799
H: 5.3819 -2.1803 7.7006
H: 4.9101 -3.7996 7.1198
H: 7.3964 -2.3978 4.7660
H: 6.3679 -1.2307 5.7805
H: 5.6512 -2.5709 4.8299
C: -9.4534 5.1896 4.8652
O: -10.3202 5.0888 3.7544
C: -11.6106 5.6867 4.1641
C: -12.5772 5.1562 3.1292
N: -11.8890 5.0660 1.7524
H: -11.6037 5.9573 1.3612
H: -10.9857 4.5364 1.9359
C: -12.8851 4.5701 0.7113
C: -13.2386 5.7062 -0.2635
O: -12.3109 6.0250 -1.2762
C: -12.8130 6.6837 -2.1744
H: -9.4593 6.2015 5.3532
H: -8.5101 4.8191 4.4466
H: -9.8009 4.5152 5.7213
H: -11.4690 6.7813 4.1352
H: -11.8401 5.4602 5.2089
H: -13.4571 5.7934 3.0806
H: -12.8253 4.1007 3.2131
H: -13.6945 4.1834 1.2962
H: -12.3851 3.8485 0.0724
H: -13.2765 6.6456 0.2590
H: -14.0727 5.2922 -0.6922
H: -12.5486 0.6515 -9.8597
H: -12.2353 7.2532 -2.8696
H: -13.7948 6.8308 -2.1223
C: -1.4128 -10.9092 -1.0841
O: -0.2984 -10.8011 -0.1451
C: -0.0600 -11.8874 0.7049
C: 1.3614 -11.6495 1.2506
N: 2.2783 -11.4394 0.0686
H: 2.2648 -12.1966 -0.6460
H: 2.0808 -10.5063 -0.3014
C: 3.7328 -11.3328 0.6216
C: 4.5723 -10.5721 -0.3081
O: 3.8067 -9.5163 -0.8365
C: 4.5425 -8.5800 -1.6699
H: -1.7879 -9.9031 -1.3403
H: -2.1877 -11.5957 -0.6827
H: -0.9759 -11.3603 -1.9482
H: -0.1880 -12.8626 0.2149
H: -0.8120 -11.8991 1.5228
H: 1.6024 -12.5465 1.8270
H: 1.3206 -10.7144 1.8051
H: 4.1173 -12.2960 0.8778
H: 3.6514 -10.7108 1.5015
H: 4.9738 -11.1731 -1.0443
H: 5.4761 -10.1606 0.2570
H: 4.5903 -8.9839 -2.7213
H: 5.5277 -8.3931 -1.2585
H: 3.9381 -7.7151 -1.6277
C: -10.4871 -4.4863 -5.7272
O: -9.8517 -5.6877 -5.6475
C: -10.7156 -6.7834 -5.8273
C: -9.9269 -8.0206 -5.6414
N: -9.0805 -8.2680 -6.8616
H: -9.6591 -8.1442 -7.6855
H: -8.4615 -7.4153 -6.8936
C: -8.1659 -9.4923 -6.8029
C: -7.1675 -9.3509 -7.9193
O: -6.4183 -8.1390 -7.6627
C: -5.4399 -7.8208 -8.6191
H: -9.7874 -3.6598 -5.6364
H: -11.2818 -4.3610 -4.9574
H: -10.9865 -4.3564 -6.7309
H: -11.2322 -6.8439 -6.7861
H: -11.4963 -6.8609 -5.0469
H: -10.4956 -8.9529 -5.5512
H: -9.2114 -7.8570 -4.8239
H: -8.8186 -10.3263 -6.9732
H: -7.7322 -9.5449 -5.7667
H: -7.6088 -9.3217 -8.9178
H: -6.5639 -10.2679 -7.8262
H: -4.6736 -7.2013 -8.1318
H: -5.8775 -7.2942 -9.4660
H: -4.9496 -8.6772 -9.1669
C: 7.9888 -1.9928 -7.0686
O: 7.7847 -0.6043 -7.2814
C: 7.2519 -0.3508 -8.4858
C: 6.9033 1.0968 -8.4922
N: 6.1018 1.4479 -7.2720
H: 5.4360 0.6905 -7.0602
H: 6.6401 1.7642 -6.4555
C: 5.2337 2.6196 -7.5559
C: 4.6609 3.0873 -6.2359
O: 5.8636 3.3424 -5.4475
C: 5.7278 4.3086 -4.4048
H: 8.4006 -2.0790 -6.0494
H: 8.5605 -2.5955 -7.7751
H: 6.9407 -2.4334 -6.9911
H: 6.3409 -0.9019 -8.7170
H: 7.9237 -0.4616 -9.3182
H: 6.3298 1.3477 -9.3706
H: 7.7791 1.6980 -8.3872
H: 4.3880 2.3610 -8.1946
H: 5.8194 3.4685 -7.9071
H: 4.0293 2.3146 -5.7385
H: 4.1400 4.0737 -6.3856
H: 5.4141 5.2463 -4.8769
H: 6.7248 4.4918 -3.9517
H: 4.9582 4.1263 -3.6836
C: -1.9405 4.5661 -10.1752
N: -2.5675 4.8516 -11.4681
C: -2.6353 3.8288 -12.3872
C: -3.2844 4.0603 -13.5792
C: -3.9603 5.2984 -13.7998
C: -4.0045 6.1952 -12.7762
C: -3.2796 5.9590 -11.6314
C: -4.7244 5.4856 -15.0394
C: -4.1206 5.4561 -16.3158
C: -4.8665 5.6767 -17.4618
N: -6.2149 5.7827 -17.3468
C: -6.7894 5.6276 -16.1680
C: -6.0938 5.5190 -14.9676
C: -7.0012 5.9966 -18.5313
H: -1.1429 3.8199 -10.2266
H: -2.6588 4.2807 -9.4068
H: -1.4789 5.4731 -9.7895
H: -2.1278 2.9181 -12.0289
H: -3.2434 3.3360 -14.3715
H: -4.5108 7.1621 -12.7816
H: -3.2899 6.6009 -10.7494
H: -2.9849 5.3989 -16.3761
H: -4.4802 5.7579 -18.4981
H: -7.8987 5.5780 -16.1126
H: -6.7095 5.4655 -14.0439
H: -6.8913 7.0406 -18.8210
H: -8.0621 5.7745 -18.3603
H: -6.6394 5.4095 -19.3593
B: 2.7928 -2.6300 3.1286
F: 1.3819 -3.0075 3.4356
F: 2.5696 -2.3240 1.6919
F: 3.1836 -1.5169 3.8498
F: 3.5701 -3.7163 3.3203
B: 0.6610 1.5703 -5.7150
F: 2.0374 1.5205 -5.1822
F: -0.2000 1.0186 -4.7032
F: 0.3460 2.8524 -5.9851
F: 0.4559 0.8364 -7.0044

Values from the calculation:
Spin multiplicity: 1
HOMO-LUMO gap in eV: 0.63
E_tot in hartree: -5426.54094
Total charge: +9

Atomic partial charges in e from the Löwdin method, atoms 1 to 6: C -0.045; C -0.152; N -0.260; C 0.009; C -0.187; C -0.064

Record 2
Molecular formula: CH2NO2P
Method: DFT, ωB97M-V/def2-TZVPD

Element x y z (Å)
C: -1.0385 0.2135 -0.1357
N: -2.0687 -0.3418 -0.0787
O: 0.8211 -1.3496 -0.3516
O: 1.9119 1.0574 -0.2478
P: 0.9552 -0.1387 0.4846
H: 1.8696 1.7991 0.2738
H: -2.4506 -1.2399 0.0553

Values from the calculation:
Spin multiplicity: 1
HOMO-LUMO gap in eV: 8.99
Relative energy (zero: lowest compared OMol25 entry of this formula, charge and spin) in kcal/mol: 33.75
E_tot in hartree: -585.86064

Atomic partial charges in e from the natural (NBO) method, atoms 1 to 6: C 0.278; N -0.633; O -1.058; O -0.984; P 1.474; H 0.478

Record 3
Molecular formula: C4H10O3
Method: DFT, ωB97M-V/def2-TZVPD

Element x y z (Å)
C: -1.1012 -0.3820 1.3500
C: -1.2194 -1.6803 1.0384
C: -1.3121 -2.0529 -0.3771
C: -1.0267 -1.3294 -1.4687
O: -0.4568 -0.0407 -1.6051
H: -0.5845 -0.0557 2.2585
H: -1.3635 0.4441 0.6912
H: -1.5601 -2.4520 1.7152
H: -1.7451 -3.0331 -0.5240
H: -1.6022 -1.3708 -2.3665
H: 0.4076 0.0150 -1.1692
O: 2.0850 2.7154 3.7925
H: 2.1579 3.1357 2.9307
H: 1.2405 2.2612 3.7787
O: 2.0540 0.9607 -3.1164
H: 1.8021 0.9795 -4.0492
H: 2.2245 1.8856 -2.8793

Values from the calculation:
SMILES string: C=C/C=C\O.O.O
Spin multiplicity: 1
HOMO-LUMO gap in eV: 8.49
Relative energy (zero: lowest compared OMol25 entry of this formula, charge and spin) in kcal/mol: 80.48
E_tot in hartree: -384.02137

Atomic partial charges in e from the natural (NBO) method, atoms 1 to 6: C -0.391; C -0.221; C -0.328; C 0.162; O -0.709; H 0.187

Record 4
Molecular formula: C5H15N3O
Method: DFT, ωB97M-V/def2-TZVPD

Element x y z (Å)
C: 0.9197 -0.8484 -0.6544
N: 0.4572 0.5044 -0.9117
C: 1.2796 1.1283 -1.9278
C: -0.9459 0.5464 -1.2826
H: 1.8720 -0.8034 -0.1209
H: 1.0615 -1.4127 -1.5874
H: 0.1894 -1.3655 -0.0437
H: 2.3209 1.1388 -1.6031
H: 0.9461 2.1518 -2.0979
H: 1.2213 0.5910 -2.8844
H: -1.1261 0.0428 -2.2376
H: -1.2637 1.5853 -1.3699
H: -1.5415 0.0563 -0.5168
N: -0.0665 0.8718 1.6110
C: 0.6674 1.5679 0.8947
N: 1.5462 2.3904 0.7182
H: -0.4294 1.2845 2.4543
H: 1.7501 2.8868 -0.1228
C: -1.5242 -2.3886 2.0717
O: -1.8025 -1.2613 1.2889
H: -2.3357 -3.0938 1.9334
H: -0.5863 -2.8728 1.7680
H: -1.4541 -2.1402 3.1331
H: -1.1554 -0.5597 1.4877

Values from the calculation:
SMILES string: CN(C)C.N=C=N.CO
Spin multiplicity: 1
HOMO-LUMO gap in eV: 9.81
Relative energy (zero: lowest compared OMol25 entry of this formula, charge and spin) in kcal/mol: 59.19
E_tot in hartree: -438.94062

Atomic partial charges in e from the natural (NBO) method, atoms 1 to 6: C -0.423; N -0.403; C -0.420; C -0.426; H 0.208; H 0.178

Record 5
Molecular formula: C4H16NO6
Method: DFT, ωB97M-V/def2-TZVPD

Element x y z (Å)
O: 0.9424 1.4842 0.0307
C: 1.4351 0.8392 1.0083
O: 2.6391 0.5133 1.0285
C: 0.5295 0.2714 2.1410
C: -0.1144 -1.1177 1.7756
C: -0.8919 -1.1636 0.4843
N: -0.0312 -1.2756 -0.7273
H: -0.2809 0.9203 2.5158
H: 1.1330 0.2015 3.0534
H: -0.5108 -1.5347 2.7207
H: 0.7804 -1.7592 1.5293
H: -1.6307 -1.9724 0.5099
H: -1.3608 -0.2015 0.3161
H: 0.7984 -1.8198 -0.5702
H: 0.0155 -0.3587 -1.1197
H: -3.4895 0.3453 0.3486
H: -3.0746 1.8597 0.0380
O: -3.8108 1.2401 0.2207
H: 2.5653 0.2115 -1.7518
H: 3.5371 0.4620 -0.6633
O: 3.4558 -0.0619 -1.4973
H: -0.6032 2.2425 0.1030
H: -0.9721 2.2609 -1.2892
O: -1.4123 2.4895 -0.4602
H: 0.8756 -1.3651 -3.5755
H: -0.4808 -1.6146 -2.7261
O: -0.0433 -1.0966 -3.4431

Values from the calculation:
Spin multiplicity: 1
HOMO-LUMO gap in eV: 9.00
Relative energy (zero: lowest compared OMol25 entry of this formula, charge and spin) in kcal/mol: 0.92
E_tot in hartree: -668.28870
Total charge: -1

Atomic partial charges in e from the natural (NBO) method, atoms 1 to 6: O -0.835; C 0.779; O -0.759; C -0.511; C -0.407; C -0.238

Record 6
Molecular formula: C31H37GeN4NdO3
Method: DFT, ωB97M-V/def2-TZVPD

Element x y z (Å)
Nd: -0.9343 0.5091 -0.9051
C: -3.4615 -3.5212 -0.2386
C: -2.9038 -2.2067 0.2176
O: -2.1238 -1.5460 -0.4975
N: -3.2947 -1.8036 1.4274
C: -2.8581 -0.5685 2.0700
C: -3.6031 0.6044 1.4659
C: -4.6700 1.1850 2.1465
C: -5.4603 2.1249 1.5033
C: -5.1449 2.4603 0.1934
C: -4.0296 1.8819 -0.3881
N: -3.2547 0.9748 0.2209
H: -2.7748 -3.9894 -0.9367
H: -4.4025 -3.3519 -0.7580
H: -3.6485 -4.1994 0.5880
H: -3.9917 -2.3511 1.9134
H: -1.7739 -0.4595 1.9250
H: -3.0663 -0.6419 3.1393
H: -4.8870 0.8974 3.1653
H: -6.3035 2.5757 2.0066
H: -5.7584 3.1510 -0.3633
H: -3.7506 2.1409 -1.4061
N: -1.2370 2.4694 -2.7567
C: -1.4903 2.0771 -4.1559
C: -2.4686 0.9022 -4.1687
N: -1.9231 -0.2036 -3.3454
H: -2.0104 3.0648 -2.4419
H: -0.4149 3.0757 -2.7079
H: -0.5482 1.7629 -4.6084
H: -1.9015 2.8915 -4.7636
H: -2.6469 0.5871 -5.2029
H: -3.4242 1.2186 -3.7406
H: -1.2152 -0.6728 -3.9163
H: -2.6633 -0.8945 -3.2175
O: -0.2706 2.5743 -0.1477
C: 0.0920 2.0020 0.9040
O: -0.2727 0.8050 1.1141
C: 1.0673 2.5839 1.8801
C: 2.4304 2.0109 1.4851
Ge: 2.4049 0.0874 0.8446
C: 1.4603 -1.1966 2.0476
C: 0.4021 -2.0094 1.6618
C: -0.1775 -2.8806 2.5715
C: 0.2951 -2.9519 3.8714
C: 1.3481 -2.1440 4.2655
C: 1.9184 -1.2677 3.3593
C: 1.7024 0.0473 -1.0778
C: 1.3360 -1.1504 -1.7242
C: 1.1676 -1.1974 -3.1087
C: 1.3567 -0.0583 -3.8811
C: 1.6938 1.1370 -3.2606
C: 1.8520 1.1918 -1.8799
C: 4.3348 -0.3546 0.7974
C: 4.8447 -1.4559 1.4724
C: 6.2116 -1.6189 1.6128
C: 7.0815 -0.6827 1.0821
C: 6.5829 0.3938 0.3679
C: 5.2179 0.5535 0.2243
H: 0.7954 2.2336 2.8762
H: 1.0723 3.6706 1.8460
H: 3.1029 2.0296 2.3443
H: 2.8921 2.6339 0.7160
H: 0.0227 -1.9708 0.6383
H: -0.9891 -3.5238 2.2623
H: -0.1514 -3.6399 4.5723
H: 1.7335 -2.2079 5.2716
H: 2.7363 -0.6301 3.6692
H: 1.3524 -2.0850 -1.1683
H: 0.9716 -2.1452 -3.5906
H: 1.3046 -0.1182 -4.9592
H: 1.9071 2.0119 -3.8591
H: 2.1991 2.1158 -1.4308
H: 4.1681 -2.1849 1.8968
H: 6.5984 -2.4696 2.1510
H: 8.1451 -0.7944 1.2186
H: 7.2606 1.1153 -0.0610
H: 4.8378 1.3962 -0.3389

Values from the calculation:
Spin multiplicity: 4
⟨S²⟩: 3.753
HOMO-LUMO gap (spin up / spin down) in eV: 7.88 / 7.98
E_tot in hartree: -4286.26104
Total charge: +2

Atomic partial charges in e from the Löwdin method, atoms 1 to 6: Nd 1.929; C 0.038; C -0.485; O -0.151; N 0.118; C -0.082

Record 7
Molecular formula: C5H8OS
Method: DFT, ωB97M-V/def2-TZVPD

Element x y z (Å)
C: -2.1403 -0.2622 0.2655
C: -0.9145 -0.1853 -0.2268
C: -0.1647 1.0462 -0.5469
C: 1.1838 1.1733 0.2117
S: 2.2239 -0.2828 -0.1148
C: 1.0167 -1.5564 0.1149
O: -0.2223 -1.4472 -0.5764
H: -2.5775 -1.2260 0.3879
H: -2.6688 0.7055 0.4037
H: -0.7373 1.9205 -0.4003
H: 0.1118 1.0412 -1.6432
H: 1.7179 2.1251 -0.0615
H: 0.8872 1.0771 1.2881
H: 1.4676 -2.5198 -0.3042
H: 0.8165 -1.6091 1.2023

Values from the calculation:
SMILES string: C=C1CCSCO1
Spin multiplicity: 1
HOMO-LUMO gap in eV: 9.61
Relative energy (zero: lowest compared OMol25 entry of this formula, charge and spin) in kcal/mol: 28.65
E_tot in hartree: -668.69288

Atomic partial charges in e from the natural (NBO) method, atoms 1 to 6: C -0.451; C 0.303; C -0.488; C -0.525; S 0.193; C -0.240

Record 8
Molecular formula: CH5NO
Method: DFT, ωB97M-V/def2-TZVPD

Element x y z (Å)
O: 0.8129 -0.0727 0.9136
H: 0.9116 -0.9831 0.6071
C: 0.0278 0.5746 -0.0917
N: -0.7735 -0.3621 -0.8237
H: -0.5168 1.4182 0.3390
H: 0.7861 1.0315 -0.7838
H: -1.7007 -0.3328 -0.3605
H: -0.5641 -1.3612 -0.7088

Values from the calculation:
Spin multiplicity: 2
⟨S²⟩: 0.757
HOMO-LUMO gap (spin up / spin down) in eV: 13.58 / 6.70
Relative energy (zero: lowest compared OMol25 entry of this formula, charge and spin) in kcal/mol: 27.39
E_tot in hartree: -170.69213
Total charge: +1

Atomic partial charges in e from the natural (NBO) method, atoms 1 to 6: O -0.536; H 0.484; C -0.005; N -0.369; H 0.275; H 0.320